(1)
Computed, not measured: an isolated ion of composition C10H18IN2O2 and charge +1, with the ωB97M-V functional and the def2-TZVPD basis.

The calculation puts the LUMO energy at -4.04 eV. Its structure (SMILES) is C=C[C@]1(I)C[C@@H](C(=O)NO)CC(C)(C)[NH2+]1. The HOMO energy is -0.469 Ha. The energy above the lowest of the compared OMol25 structures with the same formula, charge and spin comes out at 0.0 kcal/mol. Its charge is +1. The value obtained for the orbital gap is 8.74 eV. The max |F| is 5.008 eV/A.

The geometry in XYZ format:
```
33
C10H18IN2O2 (the ωB97M-V functional and the def2-TZVPD basis)
I 3.96 -0.29 0.32
O -3.16 -3.72 0.32
O -0.57 -3.10 1.23
N -2.36 -2.65 -0.10
N 1.35 0.96 0.74
C 1.96 0.73 -1.70
C 1.47 0.13 -2.82
C 0.93 -1.22 -0.18
C -0.51 -1.04 -0.12
C -0.33 2.24 1.93
C -0.13 1.37 0.69
C -1.17 -2.43 0.39
C -0.55 2.09 -0.53
C 1.84 0.03 -0.37
C -0.95 0.08 0.87
H -1.67 1.88 -0.69
H -2.92 -4.11 1.19
H -0.99 -0.77 -0.99
H 1.55 0.52 -3.86
H -0.19 1.58 2.75
H 2.59 1.54 -1.85
H 1.47 0.68 1.78
H 0.84 -0.82 -2.83
H -2.73 -2.06 -0.79
H -0.13 1.59 -1.53
H 2.01 1.84 0.69
H -1.91 0.25 0.55
H -0.24 3.10 -0.65
H 1.12 -1.90 -0.99
H 1.24 -1.85 0.70
H -1.31 2.64 2.01
H -0.88 -0.31 1.88
H 0.36 3.00 1.97
```

=====

(2)
Computed, not measured: C33H55As3CrN3O2S as an isolated structure, with the ωB97M-V functional and the def2-TZVPD basis.

The calculation puts the LUMO energy (alpha / beta) at -2.59 / -2.80 eV. The HOMO energy (alpha / beta) is -0.366 / -0.372 Ha. The energy above the lowest of the compared OMol25 structures with the same formula, charge and spin comes out at 45.1 kcal/mol. Its charge is +1. The value obtained for the orbital gap (alpha / beta) is 7.38 / 7.33 eV. The spin multiplicity is 5. The max |F| is 1.128 eV/A.

The geometry in XYZ format:
```
98
C33H55As3CrN3O2S (the ωB97M-V functional and the def2-TZVPD basis)
As 1.83 0.18 -2.04
As -1.32 0.69 -6.43
As -1.37 -0.90 -1.27
Cr -0.54 -0.20 2.50
S -1.08 -1.02 4.64
O -0.30 2.05 2.00
O 3.20 0.81 0.97
N -2.67 -0.25 2.20
N 1.49 -0.82 2.97
N 3.84 1.67 2.95
C -3.99 -2.31 2.21
C -3.20 -1.60 -1.24
C 0.79 -2.29 -3.98
C -1.23 2.54 4.19
C -1.95 -3.48 3.71
C 1.52 -2.16 2.96
C -2.88 -1.54 2.62
C 0.88 0.20 -3.76
C -4.90 -0.25 1.38
C -0.51 -2.57 -0.69
C 5.50 1.50 1.18
C 1.03 3.61 0.61
C 2.68 1.92 -2.38
C 3.32 -0.88 4.49
C 3.42 -0.88 -2.50
C -2.29 1.63 -4.99
C 2.42 -2.92 3.68
C -0.01 -0.99 -4.11
C -3.66 0.38 1.60
C -2.96 -4.28 3.12
C 3.32 -2.27 4.50
C -0.66 3.11 2.91
C -0.04 2.54 0.67
C 4.08 1.29 1.66
C -5.05 -1.58 1.62
C -0.48 -0.89 -5.57
C -3.42 1.76 1.08
C -4.00 -3.70 2.45
C -1.27 -1.12 -3.24
C 0.20 1.94 -6.54
C 2.57 1.31 3.58
C -1.94 -2.11 3.54
C 2.43 -0.19 3.69
H -3.31 -2.39 -1.98
H -1.18 -1.71 -5.77
H -2.71 1.71 0.25
H 0.47 2.37 -5.58
H -0.89 -2.83 0.30
H 0.26 1.67 0.09
H 5.80 2.54 1.31
H -4.84 -4.29 2.10
H 2.57 1.77 4.57
H 3.31 1.85 -3.26
H -2.95 -5.35 3.29
H 1.06 1.42 -6.96
H -0.08 2.74 -7.22
H 4.63 1.86 3.54
H 0.22 3.70 3.13
H 3.28 2.22 -1.53
H 6.19 0.88 1.75
H 4.01 -2.82 5.12
H -3.20 1.10 -4.74
H -0.98 2.93 0.26
H 4.03 -0.33 5.10
H 4.25 -0.51 -1.90
H 1.62 0.34 -4.55
H -5.70 0.33 0.94
H -3.42 -2.02 -0.26
H -1.52 3.36 4.85
H -1.25 -3.93 4.39
H -3.92 -0.81 -1.45
H 1.75 1.72 3.00
H -0.75 -3.39 -1.37
H -2.98 2.40 1.85
H -1.67 -2.13 -3.39
H -0.50 1.93 4.72
H 1.18 3.89 -0.43
H 1.05 -2.49 -2.93
H 0.74 4.52 1.15
H 3.28 -1.94 -2.28
H -5.97 -2.09 1.36
H 5.56 1.24 0.13
H 1.98 3.26 1.00
H -2.05 -0.43 -3.59
H 0.57 -2.44 -0.63
H 0.22 -3.14 -4.35
H 0.28 1.12 -3.73
H 3.68 -0.76 -3.56
H -1.39 3.76 2.41
H 1.91 2.67 -2.56
H 0.76 -2.65 2.35
H -1.69 1.79 -4.09
H -2.57 2.60 -5.40
H 1.72 -2.23 -4.55
H -4.34 2.21 0.73
H -2.11 1.92 4.01
H 2.39 -4.00 3.61
H 0.38 -1.07 -6.23
```

=====

(3)
Computed, not measured: C5H13NdO3 as an isolated structure, with the ωB97M-V functional and the def2-TZVPD basis.

The calculation puts the LUMO energy (alpha / beta) at -4.33 / -4.35 eV. The HOMO energy (alpha / beta) is -0.408 / -0.476 Ha. Its charge is +1. The value obtained for the orbital gap (alpha / beta) is 6.78 / 8.61 eV. The spin multiplicity is 5. The max |F| is 3.781 eV/A.

The geometry in XYZ format:
```
22
C5H13NdO3 (the ωB97M-V functional and the def2-TZVPD basis)
Nd -0.59 -2.30 0.64
O 2.65 0.66 0.49
O -0.74 -2.39 -1.71
O -0.51 0.25 0.47
C 1.67 0.66 1.48
C 2.49 -0.29 -0.54
C -2.57 -0.28 -0.71
C 0.33 1.24 1.06
C -1.73 0.79 -0.07
H 0.50 2.05 0.34
H 2.05 1.28 2.30
H -3.03 -1.22 -0.38
H -0.19 1.65 1.94
H 0.02 -2.26 -2.29
H -1.45 1.58 -0.78
H -1.96 -0.80 -1.69
H -3.58 0.16 -0.78
H 2.29 -1.29 -0.11
H 1.53 -0.36 1.89
H 1.67 -0.03 -1.22
H -2.27 1.26 0.77
H 3.43 -0.34 -1.10
```

=====

(4)
Computed, not measured: one molecule with the formula C4H4N2O2, with the ωB97M-V functional and the def2-TZVPD basis.

The calculation puts the LUMO energy at 0.38 eV. Its structure (SMILES) is [H]/N=c1/cc(O)ocn1. The HOMO energy is -0.333 Ha. The energy above the lowest of the compared OMol25 structures with the same formula, charge and spin comes out at 35.4 kcal/mol. The value obtained for the orbital gap is 9.45 eV. The max |F| is 1.605 eV/A.

The geometry in XYZ format:
```
12
C4H4N2O2 (the ωB97M-V functional and the def2-TZVPD basis)
O -2.37 -0.93 0.02
O -1.23 0.99 0.06
N 1.15 1.06 -0.09
N 2.38 -0.95 0.10
C -0.01 -1.06 -0.14
C -0.01 1.59 -0.01
C -1.15 -0.41 -0.01
C 1.26 -0.37 -0.06
H -3.02 -0.19 0.12
H -0.03 -2.13 -0.13
H -0.09 2.67 -0.07
H 3.11 -0.26 0.23
```

=====

(5)
Computed, not measured: an isolated ion of composition C6H11N3OS and charge +2, with the ωB97M-V functional and the def2-TZVPD basis.

The calculation puts the LUMO energy (alpha / beta) at -10.28 / -10.28 eV. Its structure (SMILES) is C/N=C/[NH+]=C\[NH+]=C/C#S(C)=O. The HOMO energy (alpha / beta) is -0.654 / -0.654 Ha. The energy above the lowest of the compared OMol25 structures with the same formula, charge and spin comes out at 153.1 kcal/mol. Its charge is +2. The value obtained for the orbital gap (alpha / beta) is 7.52 / 7.52 eV. The max |F| is 3.807 eV/A.

The geometry in XYZ format:
```
22
C6H11N3OS (the ωB97M-V functional and the def2-TZVPD basis)
S 0.01 -1.54 -1.51
O -0.42 -0.71 -2.55
N 0.43 2.44 1.33
N 1.29 0.72 -0.07
N -1.53 0.99 1.54
C 2.34 -0.01 -0.75
C -0.72 -0.79 -0.13
C 1.44 1.75 0.64
C -1.08 -3.10 -1.49
C -0.79 2.07 1.77
C -1.52 -0.11 0.62
H 0.82 3.36 1.67
H -0.92 -3.49 -2.48
H -1.19 2.70 2.45
H -0.97 -3.57 -0.58
H -2.35 0.79 2.10
H 2.09 -0.44 -1.64
H 2.51 -0.89 -0.14
H -2.63 -0.36 0.70
H 2.28 2.37 0.89
H 3.05 0.71 -1.01
H -2.17 -2.90 -1.37
```

=====

(6)
Computed, not measured: an isolated ion of composition C2H3N2O2 and charge -1, with the ωB97M-V functional and the def2-TZVPD basis.

The calculation puts the LUMO energy (alpha / beta) at 4.81 / 4.81 eV. The HOMO energy (alpha / beta) is -0.081 / -0.081 Ha. The energy above the lowest of the compared OMol25 structures with the same formula, charge and spin comes out at 123.6 kcal/mol. Its charge is -1. The value obtained for the orbital gap (alpha / beta) is 7.02 / 7.02 eV. The max |F| is 3.546 eV/A.

The geometry in XYZ format:
```
9
C2H3N2O2 (the ωB97M-V functional and the def2-TZVPD basis)
O -0.19 1.48 -2.02
O -0.73 1.57 0.09
N 0.21 1.17 -0.87
N -0.94 0.63 1.08
C -0.34 -0.53 0.82
C 0.72 -0.85 -0.03
H 0.66 -1.83 -0.35
H 1.52 -0.25 -0.05
H -0.92 -1.38 1.33
```